1.
Computed, not measured: the molecule C5H8N2 at a distorted geometry, with ωB97M-V with the def2-TZVPD basis set.

```
15
Properties=species:S:1:pos:R:3:lowdin_charge:R:1
C -1.0457 -1.3525 -0.0244 -0.2231
N 0.0856 -1.7419 0.1463 0.0011
N 0.9387 -0.7103 0.7732 0.0000
C 2.0950 -0.2556 -0.1177 -0.1014
C 0.7222 0.3828 -0.3405 -0.3271
C -0.2587 1.3084 0.2620 -0.1438
C -1.4539 0.2219 -0.0115 -0.1436
H -2.0199 -1.8584 -0.1342 0.1093
H 2.9234 0.3789 0.5261 0.1361
H 2.6409 -0.5246 -1.0685 0.1047
H 0.3065 -0.1606 -1.1950 0.1117
H -0.5628 2.2001 -0.3057 0.0929
H -0.0376 1.6401 1.3239 0.1281
H -2.1167 0.3130 1.0279 0.1452
H -2.2170 0.1588 -0.8620 0.1100
```

Summary:
Multiplicity ... 1
LUMO level ... 1.111 eV
Gap between HOMO and LUMO ... 9.858 eV
SMILES string ... C1=NN2C[C@@H]2CC1
Highest occupied orbital energy ... -8.7 eV

---

2.
Computed, not measured: the molecule C5H8O at a distorted geometry, with ωB97M-V with the def2-TZVPD basis set.

```
14
Properties=species:S:1:pos:R:3:lowdin_charge:R:1
C 1.4516 -0.9337 -0.8823 -0.0024
C 0.4137 -0.0162 -0.2905 -0.4048
C 0.0452 0.4447 1.1687 -0.0931
C -1.4168 0.4536 0.7431 -0.1304
C -0.9607 0.3087 -0.7268 -0.2013
O 0.1241 1.1717 -1.0352 -0.0020
H 1.4854 -1.8973 -0.3648 0.0805
H 2.4496 -0.4832 -0.8285 0.0834
H 1.2478 -1.1216 -1.9445 0.0870
H 0.0760 -0.0263 2.1569 0.1092
H 0.4385 1.4586 1.2741 0.1107
H -1.9097 -0.4944 0.9860 0.1106
H -1.9405 1.2248 1.3266 0.1083
H -1.5040 -0.0895 -1.5828 0.1444
```

Summary:
Multiplicity ... 1
LUMO level ... 1.091 eV
Gap between HOMO and LUMO ... 10.814 eV
SMILES string ... C[C@]12CC[C@H]1O2
Highest occupied orbital energy ... -9.7 eV

---

3.
Computed, not measured: a structure of composition C38H30CrN8O5S2, with ωB97M-V with the def2-TZVPD basis set.

```
84
Properties=species:S:1:pos:R:3:lowdin_charge:R:1
Cr -0.0542 -0.8570 0.2105 0.9028
C -5.4454 -4.5640 0.5055 -0.1108
C -6.1340 -3.4075 0.1195 -0.1111
C -5.4527 -2.2543 -0.2378 -0.0264
C -4.0661 -2.2805 -0.1871 -0.0998
C -3.0524 -1.2752 -0.5220 -0.2775
N -3.3881 -0.1276 -1.0006 0.1926
C -2.4692 0.7719 -1.4400 -0.3125
C -2.8147 1.9896 -2.0973 -0.1421
C -4.0265 2.6207 -2.4059 -0.0463
C -3.9924 3.8551 -3.0168 -0.1325
C -2.7609 4.4763 -3.3358 -0.1335
C -1.5613 3.8630 -3.0477 -0.0516
C -1.5813 2.6096 -2.4204 -0.1431
C -0.5708 1.7229 -1.9461 -0.3313
N 0.7626 1.9724 -2.0735 0.1749
C 1.6560 1.1131 -1.7135 -0.3198
N 1.5002 -0.1561 -1.1708 0.0906
C 2.7431 -0.6940 -1.0324 -0.3015
N 3.0923 -1.8957 -0.6486 0.1966
C 2.1725 -2.8006 -0.2946 -0.2664
N 0.8373 -2.6073 -0.1159 0.0640
C 0.2456 -3.7985 0.1754 -0.2650
N -1.0620 -4.0385 0.3373 0.1966
C -1.9564 -3.1156 0.0998 -0.2906
N -1.7892 -1.8212 -0.3025 0.0667
C -3.3850 -3.4283 0.1924 -0.0983
C -4.0596 -4.5888 0.5407 -0.0232
C 1.2525 -4.8218 0.2148 -0.1051
C 1.2000 -6.1917 0.4702 -0.0294
C 2.3807 -6.9060 0.4265 -0.1190
C 3.6036 -6.2725 0.1282 -0.1188
C 3.6598 -4.9173 -0.1310 -0.0288
C 2.4711 -4.1907 -0.0825 -0.1055
C 3.7680 0.2715 -1.4477 -0.1025
C 5.1526 0.2112 -1.4668 -0.0221
C 5.8400 1.3264 -1.9241 -0.1102
C 5.1538 2.4667 -2.3567 -0.1112
C 3.7675 2.5173 -2.3404 -0.0273
C 3.0866 1.4027 -1.8733 -0.1068
N -1.1285 0.6440 -1.3518 0.1159
H -6.0087 -5.4491 0.7785 0.0851
H -7.2181 -3.4191 0.0997 0.0853
H -5.9699 -1.3543 -0.5453 0.1041
H -4.9661 2.1424 -2.1540 0.0984
H -4.9190 4.3653 -3.2564 0.0771
H -2.7683 5.4493 -3.8152 0.0771
H -0.6160 4.3342 -3.2933 0.0984
H -3.5066 -5.4726 0.8319 0.1055
H 0.2541 -6.6653 0.7019 0.1024
H 2.3745 -7.9707 0.6316 0.0813
H 4.5132 -6.8624 0.1094 0.0812
H 4.5937 -4.4180 -0.3569 0.1025
H 5.6643 -0.6795 -1.1251 0.1059
H 6.9239 1.3210 -1.9446 0.0852
H 5.7191 3.3232 -2.7068 0.0851
H 3.2208 3.3913 -2.6719 0.1035
O 1.6225 -2.4397 2.9178 -0.3042
S 0.8988 -1.2105 2.6856 0.3433
O 0.7257 -0.3995 3.8789 -0.3401
O -0.4555 -1.5027 2.0236 -0.4038
O 1.5252 -0.3929 1.5583 -0.4333
C 3.3382 2.2008 2.4596 -0.1071
C 2.2396 3.1691 2.8906 -0.2933
C 0.8496 2.5394 2.8739 -0.3288
S 0.3576 2.1555 1.1773 0.9862
O -0.7601 1.1426 1.2633 -0.5186
C -0.4549 3.7396 0.7497 -0.3089
C -1.9699 3.6881 0.8621 -0.2807
C -2.4985 3.6310 2.2889 -0.1095
H 4.3240 2.6615 2.5600 0.0645
H 3.2109 1.8860 1.4233 0.0573
H 3.3054 1.2946 3.0654 0.0796
H 2.2569 4.0698 2.2640 0.0940
H 2.4313 3.5163 3.9111 0.1008
H 0.1019 3.1810 3.3396 0.0822
H 0.8446 1.5611 3.3638 0.0598
H -0.1581 3.9390 -0.2797 0.0673
H -0.0103 4.5026 1.3972 0.0825
H -2.3223 2.8129 0.3137 0.0889
H -2.3682 4.5594 0.3325 0.1113
H -2.2215 2.6888 2.7628 0.0692
H -3.5887 3.6928 2.2977 0.0668
H -2.1098 4.4542 2.8980 0.0657
```

Summary:
Multiplicity ... 5
⟨S²⟩ ... 6.084
LUMO level (spin up / spin down) ... 4.263 / 3.955 eV
Gap between HOMO and LUMO (spin up / spin down) ... 4.619 / 4.888 eV
Highest occupied orbital energy (spin up / spin down) ... -0.4 / -0.9 eV
Total charge ... -2

---

4.
Computed, not measured: a cluster of 2 separate species, C7H17ClN6 in total at a distorted geometry, with ωB97M-V with the def2-TZVPD basis set.

```
31
Properties=species:S:1:pos:R:3:lowdin_charge:R:1
C 1.5695 2.2595 3.0624 -0.3348
C 0.2338 2.9312 2.8668 -0.3435
C 0.9358 0.7831 1.3380 -0.1181
C 1.5897 -2.6867 -0.6041 0.0254
C -2.3478 -0.5751 -3.5420 0.0340
C -0.1165 -1.3513 -1.6767 -0.2420
C -1.4072 -2.1371 -1.8826 -0.1330
N -0.5016 2.5348 1.8059 -0.0144
N -0.1268 1.4200 1.0815 0.1058
N 1.8126 1.1649 2.3540 0.1626
N 2.5285 2.6436 3.9175 0.2144
N 0.7435 -1.7332 -0.5377 -0.0477
N -1.9770 -2.0154 -3.2593 0.0374
Cl -0.6045 1.9634 4.5156 0.4081
H 0.0211 3.9440 3.2582 0.1364
H 1.2658 0.0759 0.7043 0.0595
H 1.6537 -3.2630 -1.5441 0.1016
H -1.4636 2.7306 1.8745 0.1393
H 2.3194 -2.7353 0.1402 0.0643
H -1.6150 -0.1338 -2.8674 0.0758
H -2.4735 -0.1532 -4.5099 0.1096
H -3.2759 -0.2092 -3.1827 0.1005
H 0.3984 -1.3990 -2.6481 0.1267
H -0.2811 -0.2515 -1.4603 0.1183
H -2.1599 -1.8078 -1.0914 0.1641
H -1.1259 -3.2909 -1.7359 0.1844
H 2.6767 0.6473 2.3444 0.1803
H 2.2393 3.4433 4.5756 0.1910
H 3.3201 2.0046 4.0952 0.1618
H -2.6703 -2.6764 -3.6082 0.1976
H -1.1612 -2.1276 -3.7836 0.1345
```

Summary:
Multiplicity ... 1
LUMO level ... -6.721 eV
Gap between HOMO and LUMO ... 8.661 eV
Highest occupied orbital energy ... -15.4 eV
Total charge ... +2

---

5.
Computed, not measured: a structure of composition C19H64B2NO36 at a distorted geometry, with ωB97M-V with the def2-TZVPD basis set.

```
122
Properties=species:S:1:pos:R:3:lowdin_charge:R:1
C 1.3138 1.9374 3.1440 -0.0889
C 0.8238 2.8334 2.0170 -0.2300
C -0.2052 2.0694 1.1820 -0.1428
C 0.2498 0.8464 0.2790 -0.0847
N -0.7592 -0.2276 0.0020 -0.1665
C -1.7542 0.2514 -1.0350 -0.0690
C -3.0652 -0.1236 -0.4060 -0.1892
C -2.9552 -0.1576 1.0620 -0.1934
C -1.5322 -0.6596 1.1730 -0.1007
C 0.0338 -1.3426 -0.6590 -0.0694
C 1.0858 -2.1576 0.2310 -0.2443
C 1.2798 -3.4766 -0.3060 -0.1815
H 0.5398 1.8024 3.7930 0.0239
H 2.1698 2.4784 3.6330 0.0815
H 1.8608 1.1504 2.6390 0.0763
H 1.6738 3.0574 1.2140 0.1700
H 0.3238 3.6884 2.4840 0.0903
H -0.6132 2.7214 0.3650 0.1086
H -0.8702 1.7474 1.8220 0.0245
H 1.1488 0.4824 0.7060 0.0922
H 0.7838 0.9914 -0.6630 0.1260
H -1.6952 0.0504 -2.1110 0.1180
H -1.5452 1.3974 -1.0420 0.1403
H -3.3832 -1.1186 -0.7490 0.1096
H -3.9712 0.4664 -0.6470 0.1274
H -3.9242 -0.5756 1.4110 0.1051
H -3.1612 0.7674 1.5690 0.0794
H -1.5802 -1.8836 1.4000 0.1986
H -1.3242 -0.2246 2.0970 0.0871
H 0.5398 -0.8716 -1.4500 0.1023
H -0.6242 -2.1606 -1.0130 0.1318
H 0.9318 -2.2936 1.3840 0.1115
H 2.0828 -1.5236 0.1050 0.1442
H 2.3178 -4.0306 -0.0570 0.1284
H 1.3478 -3.6056 -1.4690 0.1068
H 0.5318 -4.2556 -0.1330 0.0611
O 3.1048 0.8194 -1.0610 0.1471
C 3.5658 1.2024 -2.1040 -0.4518
O 3.7868 0.4244 -3.1050 0.3025
B 4.0948 1.1674 -4.3080 -0.9116
O 3.9308 2.5074 -3.7930 0.3282
C 3.6218 2.4804 -2.5730 -0.3770
O 3.8128 3.4704 -1.7730 0.0835
O 3.2598 0.8444 -5.3960 0.3244
C 3.9148 0.6104 -6.4110 -0.4076
O 3.4128 0.2664 -7.5140 0.1332
C 5.3218 0.5824 -6.0570 -0.4412
O 5.4168 0.8104 -4.8190 0.2953
O 6.2968 0.5114 -6.7780 0.1453
O 4.0248 -4.3836 -6.2210 0.1348
C 2.9458 -3.7986 -6.0120 -0.4009
O 2.8668 -2.5036 -5.9500 0.2994
B 1.4618 -2.2606 -5.7060 -0.7908
O 0.7678 -3.5856 -5.9560 0.3130
C 1.6838 -4.3806 -6.0100 -0.4847
O 1.4368 -5.6406 -6.0420 0.0747
O 0.8968 -1.3506 -6.7240 0.2758
C 0.4388 -0.3466 -6.0800 -0.3935
O -0.1752 0.5814 -6.7280 0.0651
C 0.5218 -0.5506 -4.6770 -0.5108
O 0.9998 -1.6126 -4.4840 0.3505
O -0.1632 0.1774 -3.9240 0.0826
O -3.6552 -1.6206 -3.6360 0.0431
H -4.3552 -1.8066 -3.2930 -0.1490
H -3.7072 -0.7076 -4.1180 0.1234
O 1.5908 -7.4746 -0.2570 -0.0312
H 1.2528 -8.2906 -0.4140 -0.0098
H 1.2268 -7.0636 0.5990 0.1099
O -6.0212 0.5544 3.4980 -0.1176
H -5.0192 0.4484 3.5540 0.0341
H -6.6022 0.8124 4.2910 0.1105
O -1.6502 3.0304 5.3850 -0.0476
H -2.1942 3.3014 6.1470 0.0764
H -0.8732 3.1284 5.9850 0.0567
O -3.0812 3.3754 2.4490 -0.0628
H -3.8582 2.9534 2.9530 0.0705
H -2.7042 3.6134 3.2890 -0.0090
O -0.1422 -3.9406 3.4600 -0.0548
H 0.2858 -4.2066 4.3110 0.0853
H -1.0182 -4.3096 3.3760 0.0412
O 4.5888 4.6484 0.7700 -0.0959
H 5.1938 5.3814 0.5690 0.0339
H 4.0258 4.4114 0.0050 0.0029
O -3.3272 0.8984 4.1670 -0.1038
H -2.6172 1.6094 4.3550 0.0516
H -3.0702 0.1134 4.7130 0.0867
O 1.0268 -1.3376 3.7220 -0.0431
H 0.7818 -2.3656 3.7470 0.0785
H 1.8818 -1.2516 3.5810 -0.0462
O -3.8842 -3.5436 1.0110 -0.1776
H -3.6972 -4.0006 2.0100 0.1639
H -4.5942 -2.7806 1.1210 0.0684
O 0.0898 -0.1176 6.0160 -0.0320
H -0.0522 -0.1436 5.0600 0.0034
H 0.4478 0.6644 6.2530 -0.0952
O -3.2802 3.6014 -1.9270 -0.1064
H -3.4832 3.8484 -1.0410 0.0138
H -4.0222 2.8074 -2.2100 0.1805
O 0.7658 -6.1516 -2.6480 -0.0768
H 1.5798 -5.7436 -2.6800 -0.0371
H 1.0018 -6.7316 -1.8040 0.0465
O -0.4762 3.9894 -2.0550 -0.0580
H -0.4162 3.3364 -2.7400 0.0406
H -1.4472 3.7594 -2.1110 0.0219
O 1.6108 2.1054 6.5630 -0.0196
H 1.0578 2.8284 6.6880 -0.0038
H 2.5328 2.4984 6.5270 0.0985
O 4.3208 0.8744 4.6960 -0.0554
H 4.8758 1.6034 4.1890 0.1239
H 3.8818 1.4694 5.2230 -0.0700
O 0.4168 5.4974 0.0670 -0.0441
H 0.0088 4.9374 -0.4910 -0.0908
H -0.4112 6.1454 0.1380 0.1440
O 1.1628 6.1144 2.6450 -0.1307
H 0.8418 5.5574 1.8450 0.0084
H 1.8558 5.4664 2.8810 0.0215
O -2.9902 -4.1586 -1.4610 -0.1010
H -2.2672 -3.5576 -1.5730 -0.0192
H -3.3872 -4.0566 -0.5090 0.0160
O -6.3182 -1.6536 1.8470 -0.1380
H -6.8452 -1.5906 0.9980 0.0777
H -6.1602 -0.8706 2.4920 0.0233
```

Summary:
Multiplicity ... 1
LUMO level ... 0.093 eV
Gap between HOMO and LUMO ... 6.813 eV
Highest occupied orbital energy ... -6.7 eV
Total charge ... -1

---

It is found that the calculated total energy values, taken in the order of the records, are -304.60098; -270.46112; -4121.45056; -1064.95685; -3575.48456 Ha.
It is found that the relative energy (zero: lowest compared OMol25 entry of this formula, charge and spin) values, taken in the order of the records, are 615.7; 254.1; 3.1; 44.6; 312.9 kJ/mol.